Entry 1:
Molecular formula: C26H20Br3InN4O2
Method: DFT, ωB97M-V/def2-TZVPD

XYZ file:
```
56
Properties=species:S:1:pos:R:3:forces:R:3:lowdin_charge:R:1
In 1.1608 0.3926 -0.2840 -0.9 0.0 0.1 0.9973
O 4.4478 -2.5083 0.9679 -1.7 -0.8 -1.1 0.0570
C 4.2949 -3.4066 -0.0942 0.1 1.3 0.8 -0.2318
C 5.2692 -4.3143 -0.4724 -2.3 -0.7 -1.2 0.0217
C 4.9430 -5.1916 -1.5629 1.3 1.3 1.6 -0.0336
C 3.7637 -5.0146 -2.2426 0.1 -1.1 -0.9 -0.0853
C 2.8201 -4.1048 -1.8337 -0.6 0.0 0.3 -0.0514
C 3.0581 -3.3039 -0.7548 -0.5 1.4 0.9 -0.0866
C 2.0174 -2.2529 -0.2375 1.4 -1.1 0.2 -0.3817
O 2.5513 -0.9518 -0.3906 0.3 -0.2 -0.2 -0.2307
N 0.7591 -2.4467 -0.9411 -0.5 -0.6 -0.7 0.0041
N -0.1424 -1.3903 -0.7236 -0.3 1.1 0.5 -0.0879
C -1.4267 -1.5544 -0.6968 1.3 -2.0 -0.8 -0.1381
C -2.3848 -0.5250 -0.4367 -0.4 -0.3 0.6 -0.5961
Br -1.7052 1.1954 -0.7539 -0.8 0.8 -0.2 0.9765
C -3.5892 -0.9272 0.0476 0.8 -0.6 -1.4 -0.0215
C -4.8419 -0.3407 0.4352 0.4 -0.8 -0.1 -0.2499
C -4.9113 0.8572 1.0900 -0.2 1.7 1.7 -0.0301
C -6.1055 1.2355 1.7492 1.0 0.6 0.9 -0.0417
C -7.1614 0.3510 1.7713 -1.0 0.5 -1.0 -0.0624
C -7.1314 -0.7721 0.9785 -0.2 -2.1 -1.3 -0.0495
C -5.9652 -1.1647 0.3295 -0.3 0.3 0.8 -0.0070
H 5.3339 -2.4291 1.2516 1.6 -0.2 0.4 0.0883
H 6.1068 -4.4324 0.1614 1.0 -0.2 0.2 0.1081
H 5.6870 -5.9511 -1.7694 -0.3 -0.1 -0.4 0.1143
H 3.4942 -5.6314 -3.0906 0.3 -0.2 0.1 0.1138
H 1.8282 -4.1290 -2.2680 0.2 0.0 -0.3 0.1105
H 1.8425 -2.4485 0.8228 -0.1 0.0 0.1 0.1496
H 0.9975 -2.4841 -1.9339 -0.4 0.1 0.0 0.1266
H -1.8261 -2.5782 -0.9622 0.5 1.0 0.6 0.1788
H -3.6017 -2.0301 0.0307 -0.2 0.4 0.1 0.1365
H -3.9727 1.4057 1.2974 -0.8 -0.1 -0.4 0.1009
H -6.1901 2.1567 2.3809 0.4 -0.9 -0.9 0.1302
H -8.1248 0.5679 2.2128 0.2 0.3 0.5 0.1221
H -8.0107 -1.4341 0.8242 0.6 0.7 0.5 0.1346
H -5.8598 -2.1387 -0.1261 -0.3 0.0 -0.2 0.1224
Br 3.7957 6.3209 -1.8549 0.4 0.0 -0.2 0.9314
C 3.1743 4.6074 -1.5429 -0.2 -1.0 -0.3 -0.6484
C 3.4543 3.4906 -2.3571 -0.4 0.8 1.0 -0.0186
C 2.7290 2.3141 -2.1160 0.6 1.1 -1.0 -0.0498
N 1.7713 2.2653 -1.1772 0.6 -0.5 0.4 0.0094
C 1.5997 3.2990 -0.3003 -0.2 -1.5 -1.2 -0.2009
C 2.3034 4.4409 -0.4675 -0.3 2.0 0.7 -0.0515
C 0.6007 3.0612 0.7652 0.6 1.4 0.3 -0.2553
C -0.1548 4.1408 1.2298 0.6 -1.0 -0.9 -0.0321
C -0.9593 3.9082 2.3156 -1.4 0.8 0.5 -0.6196
Br -2.1789 5.2712 2.8601 0.7 -0.6 0.0 0.8536
C -1.0016 2.6525 2.9146 -0.6 -0.8 0.5 -0.0533
C -0.3164 1.6231 2.2839 0.8 -1.0 1.4 -0.1059
N 0.5508 1.8351 1.2842 -0.5 0.1 -0.3 -0.0215
H 4.2106 3.6158 -3.1186 -0.2 -0.4 -0.2 0.1259
H 2.9104 1.4819 -2.8192 -0.4 0.2 0.8 0.1513
H 2.1263 5.3084 0.2001 0.2 -0.8 -0.4 0.1368
H -0.1358 5.0390 0.6238 -0.1 0.2 0.5 0.1355
H -1.6257 2.4424 3.8250 0.7 0.3 -1.2 0.1500
H -0.2783 0.5767 2.6757 -0.5 1.1 -0.2 0.1551
```
Positions in Å, forces in eV/Å.

## Properties
E_LUMO = -0.2516 hartree
frontier orbital gap = 6.0 eV
E = -9283.864972 Eh
net charge = +2
energy relative to the best compared isomer or geometry (same formula, charge and spin) = 8.2 kJ/mol

***

Entry 2:
Molecular formula: C26H20BrF4N4PRuS
Method: DFT, ωB97M-V/def2-TZVPD

XYZ file:
```
58
Properties=species:S:1:pos:R:3:forces:R:3:lowdin_charge:R:1
Ru -1.3075 -0.0313 0.2420 0.2 -0.2 0.4 1.0585
C -4.4949 2.9304 0.5088 0.0 0.0 0.0 0.0430
C -3.2538 2.1351 0.3236 0.0 -0.1 0.0 -0.1764
N -3.1387 0.8478 0.4775 -0.2 0.3 0.0 -0.0892
N -4.2201 0.0675 0.8396 0.0 -0.1 0.0 0.0494
C -4.0463 -1.2557 0.9457 -0.1 0.1 0.0 -0.6675
N -5.0408 -2.0389 1.2795 0.1 0.1 0.0 0.2048
S -2.4721 -1.9565 0.6169 0.0 0.0 -0.1 0.6826
C -2.0027 2.8071 -0.0851 0.0 0.1 0.0 -0.1955
C -1.9725 4.1609 -0.3460 0.1 -0.2 0.0 0.0622
C -0.7725 4.7510 -0.7567 -0.1 0.0 0.0 0.0516
C 0.3413 3.9543 -0.8933 0.0 -0.1 0.0 0.0362
C 0.2420 2.5940 -0.6080 0.1 0.1 -0.1 -0.0698
N -0.8885 2.0172 -0.2042 -0.2 0.0 -0.1 -0.0257
H -5.3615 2.3735 0.8511 0.0 0.0 0.0 0.0907
H -4.7633 3.4083 -0.4377 0.0 0.0 0.0 0.1353
H -4.3106 3.7260 1.2349 0.0 0.0 0.0 0.1318
H -5.1240 0.5097 0.9787 0.1 -0.1 0.0 0.1718
H -5.9776 -1.7034 1.4754 0.0 0.0 0.0 0.1651
H -4.9018 -3.0391 1.3580 0.0 0.0 0.0 0.1471
H -2.8595 4.7673 -0.2411 0.0 0.0 0.0 0.1384
H -0.7301 5.8125 -0.9659 0.0 0.0 0.0 0.1509
H 1.2872 4.3646 -1.2188 0.0 0.0 0.0 0.1422
H 1.0997 1.9468 -0.7262 0.0 0.1 0.0 0.0839
F 3.3685 -6.5719 -0.2176 0.1 0.1 0.1 0.2536
C 2.8267 -5.3949 -0.1993 -0.2 -0.2 -0.1 -0.1075
C 3.4489 -4.2811 0.3090 -0.2 0.4 0.0 -0.0620
F 4.6367 -4.3108 0.8013 0.0 0.0 0.0 0.2743
C 2.7553 -3.0098 0.2875 -0.3 -0.3 -0.2 -0.1301
F 3.4378 -2.0078 0.7390 0.2 0.2 0.2 0.2086
C 1.4584 -2.8056 -0.2176 0.2 0.2 0.1 -0.2476
P 0.8447 -1.0459 -0.2880 0.1 0.0 -0.1 1.0042
C 1.6802 -0.2713 -1.6670 0.1 -0.2 0.1 -0.4072
C 0.9773 -0.3363 -2.8795 0.0 0.1 0.0 -0.1032
C 1.5582 0.1496 -4.0410 0.1 0.1 0.1 -0.0245
C 2.8321 0.7137 -4.0005 -0.1 -0.1 0.1 0.0029
C 3.5323 0.7805 -2.7964 -0.1 0.0 0.0 -0.0175
C 2.9705 0.2831 -1.6286 0.0 -0.2 -0.2 -0.0833
C 1.1432 -0.3632 1.3589 -0.1 0.1 0.0 -0.4167
C 1.9458 0.7523 1.6632 -0.1 0.2 0.0 -0.0675
C 1.9881 1.2412 2.9558 0.1 0.0 -0.2 0.0023
C 1.2232 0.6562 3.9666 0.0 0.1 0.1 0.0146
C 0.4375 -0.4508 3.6928 -0.1 -0.2 -0.2 -0.0214
C 0.4021 -0.9728 2.4032 0.0 -0.2 0.3 -0.1404
C 0.8524 -3.9253 -0.7642 0.3 -0.8 -0.2 -0.5417
Br -0.7591 -3.9460 -1.6495 0.1 0.1 0.0 1.0213
C 1.5479 -5.2247 -0.7355 -0.2 0.7 0.1 -0.1601
F 0.9632 -6.2475 -1.2323 -0.2 -0.1 -0.1 0.2294
H -0.0252 -0.7568 -2.9338 0.1 0.0 0.1 0.0970
H 1.0133 0.0915 -4.9729 0.0 0.0 0.0 0.1304
H 3.2795 1.0917 -4.9109 0.0 0.0 0.0 0.1364
H 4.5271 1.2041 -2.7590 0.0 0.0 -0.1 0.1332
H 3.5641 0.3050 -0.7258 0.0 0.0 0.1 0.1047
H 2.5494 1.2323 0.9055 0.0 0.0 0.0 0.1015
H 2.6309 2.0796 3.1889 0.0 0.0 0.0 0.1390
H 1.2718 1.0500 4.9738 0.0 0.0 0.0 0.1419
H -0.1111 -0.9371 4.4877 0.0 0.0 0.0 0.1343
H -0.1033 -1.9203 2.2375 -0.1 0.1 0.0 0.0796
```
Positions in Å, forces in eV/Å.

## Properties
E_LUMO (spin up / spin down) = -0.4550 / -0.5466 hartree
frontier orbital gap (spin up / spin down) = 7.7 / 5.2 eV
E = -5028.119622 Eh
net charge = +4
2S+1 = 5

***

Entry 3:
Molecular formula: C26H20IMnN4Se
Method: DFT, ωB97M-V/def2-TZVPD

XYZ file:
```
53
Properties=species:S:1:pos:R:3:forces:R:3:lowdin_charge:R:1
Mn -1.2309 -1.2263 0.5604 1.7 0.1 -1.6 0.7859
C 0.0606 1.5929 -1.2621 -0.5 -0.9 1.0 -0.1501
N -0.7503 0.3213 -1.0932 -0.6 0.9 -0.8 0.0057
C -1.5817 0.1426 -2.0862 1.3 -1.5 1.3 -0.0720
C -2.2470 -1.1069 -2.1271 -0.6 -0.6 0.0 -0.3107
C -3.0736 -1.7482 -3.0730 1.0 1.0 0.0 -0.0362
C -3.3821 -2.9926 -2.5122 -0.8 -0.6 0.3 -0.1111
C -2.8413 -3.0558 -1.2330 1.1 1.9 -0.5 -0.1113
N -2.0401 -1.9081 -1.0035 -3.3 -2.1 -1.7 -0.0963
C 0.9995 1.5550 -2.4401 0.7 -0.4 0.6 -0.2265
C 0.6856 2.3108 -3.5449 -1.2 -0.1 -0.3 -0.0615
C 1.4093 2.1829 -4.7259 -0.9 0.5 -0.3 -0.1068
C 2.5409 1.4649 -4.7341 2.7 -1.6 0.2 -0.0961
C 3.0423 0.8789 -3.5328 -1.4 0.8 -0.3 -0.0624
C 2.2202 0.8268 -2.4250 -0.4 0.4 0.2 -0.0194
H 0.5526 1.7513 -0.2888 0.0 0.1 -0.5 0.0979
H -0.6672 2.3772 -1.4589 0.1 0.3 0.3 0.1043
H -1.6299 0.8182 -2.9012 -0.2 0.7 -0.8 0.1199
H -3.3236 -1.3208 -4.0655 0.1 -0.5 0.9 0.1148
H -4.0104 -3.7768 -2.9495 0.3 0.5 0.2 0.1002
H -3.0509 -3.7878 -0.4763 0.5 -0.2 0.1 0.0940
H -0.2512 2.8826 -3.5422 0.4 -0.1 0.0 0.1144
H 1.0919 2.5958 -5.6678 -0.4 0.4 0.0 0.1047
H 3.0933 1.2801 -5.6742 -0.2 0.4 0.7 0.1139
H 4.0558 0.6000 -3.4058 0.7 -0.8 -0.4 0.0913
H 2.5266 0.2610 -1.5330 -0.2 0.4 -0.3 0.1209
Se 0.3558 -5.6754 1.8840 -0.5 1.6 -0.2 0.4462
C -0.3427 -4.0260 1.5255 -0.2 -0.7 -0.1 -0.8562
N -0.8927 -3.0194 1.2435 0.7 -0.9 0.5 -0.0497
I -2.8264 3.4799 3.5265 -0.4 -0.6 0.0 0.8871
C -3.3259 1.4896 3.0705 -0.7 -1.5 -0.3 -0.6718
C -4.3532 0.6921 3.6349 0.5 1.2 0.5 -0.0887
C -4.5878 -0.5884 3.1581 0.7 -0.7 -0.2 -0.0595
C -3.6952 -1.2071 2.3205 2.1 2.9 -0.7 -0.0381
N -2.6261 -0.4583 1.8048 -3.1 -0.2 0.7 -0.0368
C -2.5791 0.8484 2.0580 -0.3 0.3 0.6 -0.2069
H -4.9768 1.0029 4.4872 0.4 0.3 -0.6 0.1197
H -5.3966 -1.1939 3.4933 -0.6 -0.1 0.5 0.1076
H -3.7641 -2.1957 1.9583 0.0 -1.0 -0.1 0.1036
H -1.9512 1.4413 1.4099 0.6 -0.1 0.2 0.0872
C 0.2429 -0.4417 1.4134 4.1 1.0 1.5 -0.1161
C 1.4159 -0.1377 1.7221 -2.8 -0.5 -0.4 -0.0787
C 2.7311 0.2308 2.1447 1.5 0.7 0.7 -0.2449
C 3.6398 -0.7263 2.6724 -0.6 -0.7 -0.7 -0.0390
C 4.9458 -0.4296 3.0178 0.3 2.1 0.1 -0.0789
C 5.3749 0.9177 2.9356 -1.1 -0.1 -0.9 -0.0761
C 4.5296 1.8888 2.3422 -0.1 0.0 1.3 -0.0896
C 3.2048 1.5754 2.0624 -0.3 -0.9 -1.0 -0.0506
H 3.3180 -1.7677 2.7280 -0.1 0.3 0.0 0.1183
H 5.6790 -1.1425 3.3725 -0.4 -0.3 0.1 0.1013
H 6.3346 1.2073 3.3159 0.4 0.0 -0.1 0.0882
H 4.7892 2.9604 2.2509 0.3 -0.9 0.1 0.1070
H 2.5583 2.3559 1.6434 0.1 -0.4 0.2 0.1080
```
Positions in Å, forces in eV/Å.

## Properties
E_LUMO (spin up / spin down) = -0.0260 / -0.0371 hartree
frontier orbital gap (spin up / spin down) = 6.8 / 6.5 eV
E = -5071.804538 Eh
energy relative to the best compared isomer or geometry (same formula, charge and spin) = 0.0 kJ/mol
2S+1 = 5

***

Entry 4:
Molecular formula: C26H20MnN4O3
Method: DFT, ωB97M-V/def2-TZVPD

XYZ file:
```
54
Properties=species:S:1:pos:R:3:forces:R:3:lowdin_charge:R:1
Mn -0.1257 0.9545 -0.4058 -0.1 0.4 -0.2 1.0554
O 2.5416 2.7088 1.8972 -0.3 -0.4 0.1 0.1011
C 1.8888 2.0572 1.1015 1.8 1.0 -0.1 -0.4508
N 0.6631 2.3228 0.6363 -0.9 -0.1 -0.2 0.0134
C -0.0509 3.5600 0.7641 0.8 -2.3 0.1 -0.2108
C 0.3904 4.6981 1.3139 1.6 2.9 0.8 -0.0053
C -0.4410 5.8166 1.2290 -0.1 -0.3 0.4 -0.0590
C -1.7018 5.7488 0.6798 -0.2 0.2 -0.2 -0.0725
C -2.1835 4.5704 0.1826 1.5 -1.3 0.6 0.0093
C -1.2940 3.4905 0.2121 -2.0 -0.1 -1.5 -0.1902
N -1.5244 2.2805 -0.4950 -0.1 -0.5 0.1 0.0204
C -2.5509 2.0430 -1.3566 1.2 -1.9 0.0 -0.4412
O -3.5085 2.6766 -1.6805 -0.9 1.4 0.1 0.1154
C -2.4114 0.6361 -1.9932 0.5 2.4 1.5 -0.1848
C -3.4839 0.1877 -2.6607 -1.1 -1.4 -1.5 0.0170
C -3.3858 -1.0482 -3.2823 1.4 -0.2 1.2 0.0205
C -2.2002 -1.7935 -3.0704 -0.6 0.0 -1.0 -0.0138
C -1.1825 -1.2465 -2.3097 0.4 -1.1 -0.6 -0.1187
N -1.2790 -0.0263 -1.8020 0.3 0.0 0.5 0.0178
C 2.6002 1.0189 0.2450 1.8 -0.6 -1.0 -0.1165
C 4.0279 0.8446 0.2600 -3.0 0.6 -0.1 0.0472
C 4.6474 0.1149 -0.7160 1.9 -0.2 0.1 -0.0394
C 3.8998 -0.4655 -1.6978 -2.4 0.1 0.0 -0.0336
C 2.5203 -0.2370 -1.6991 -0.5 -0.4 -0.4 -0.0873
N 1.8787 0.4858 -0.7667 0.6 -0.1 0.5 0.0098
H 1.4193 4.8729 1.6903 -1.0 -0.6 -0.1 0.1323
H -0.1671 6.7226 1.7166 0.5 0.6 0.0 0.1024
H -2.3271 6.6032 0.5470 -0.2 0.6 0.4 0.1080
H -3.1782 4.4145 -0.1147 -0.9 0.1 -0.7 0.0975
H -4.3665 0.7961 -2.7534 0.0 0.2 0.1 0.1355
H -4.2217 -1.4183 -3.8169 -0.4 -0.5 -0.6 0.1120
H -2.0364 -2.7434 -3.5952 -0.2 0.4 0.5 0.1231
H -0.2594 -1.8248 -2.1482 -0.4 0.4 0.0 0.1248
H 4.5277 1.4230 0.9707 0.9 0.5 1.2 0.1074
H 5.7565 -0.0054 -0.7525 -1.1 0.2 0.3 0.1443
H 4.2687 -1.1090 -2.4461 0.7 -0.4 -0.8 0.1053
H 1.8599 -0.6314 -2.4953 0.7 0.2 0.5 0.1193
C -2.2034 -2.1383 1.2252 0.1 1.0 -0.5 0.0173
C -0.7121 -1.9369 1.0658 -0.4 0.2 1.8 -0.3170
O -0.2278 -0.8289 0.8056 -0.1 -0.5 -0.5 -0.0212
C 0.1557 -3.0509 1.5207 -0.8 1.0 -0.6 -0.1694
C 1.4839 -3.0183 1.2084 -0.6 -0.8 0.8 -0.0137
C 2.2760 -4.0480 1.6181 2.5 -0.5 -0.8 -0.0658
C 1.7952 -5.1895 2.1907 -2.5 -0.8 1.6 -0.0379
C 0.4209 -5.2091 2.5065 0.2 -0.7 1.0 -0.0467
C -0.3473 -4.1020 2.2485 -1.0 -1.2 -0.4 -0.0373
H -2.4440 -1.9157 2.2777 0.2 0.1 -0.2 0.1182
H -2.4591 -3.1931 1.0999 -0.3 0.5 -0.5 0.0857
H -2.7455 -1.3690 0.6076 0.3 -1.1 0.4 0.1056
H 1.8252 -2.1853 0.7044 1.1 1.5 -1.0 0.0872
H 3.3343 -3.9926 1.4000 0.1 0.0 0.0 0.1163
H 2.2757 -6.0750 2.5991 0.9 0.4 -0.7 0.1204
H -0.0459 -6.0731 3.0548 0.7 0.9 -0.7 0.1349
H -1.3926 -4.1729 2.4790 -0.3 0.2 0.3 0.1078
```
Positions in Å, forces in eV/Å.

## Properties
E_LUMO (spin up / spin down) = -0.1382 / -0.1398 hartree
frontier orbital gap (spin up / spin down) = 6.7 / 6.8 eV
E = -2598.372089 Eh
net charge = +1
2S+1 = 5